--- a ---
22
Properties=species:S:1:pos:R:3 method="wB97M-V/def2-TZVPD" homo_lumo_gap_ev="7.9 / 7.9" charge=0 homo_energy_ev="-7.9029 / -7.9026" molar_mass_g_mol=131.2
C 1.4361 1.0364 -0.2495
C 2.1247 0.4129 -1.4190
C 0.6058 -0.8179 0.8895
O 0.4248 1.8292 -0.4184
O 1.4331 -1.7092 0.7057
H -0.6999 1.3284 -0.1735
H 2.0675 1.2450 0.6197
H 0.5289 -0.2731 1.8395
H 2.5277 -0.5577 -1.1221
H 2.9588 1.0379 -1.7453
H 1.4371 0.2735 -2.2519
C -0.6913 -1.5325 -1.0549
C -1.7962 0.7442 1.7681
C -1.5546 0.2316 0.3673
N -0.6205 -0.7629 0.1835
H -2.4561 0.0640 -0.2192
H -1.4586 -2.3006 -0.9495
H -0.9406 -0.8903 -1.9000
H 0.2706 -2.0046 -1.2283
H -1.0121 1.4354 2.0765
H -2.7409 1.2857 1.7912
H -1.8442 -0.0753 2.4906



--- b ---
22
Properties=species:S:1:pos:R:3 method="wB97M-V/def2-TZVPD" homo_lumo_gap_ev="8.9 / 7.7" charge=0 homo_energy_ev="-8.5938 / -7.5729" molar_mass_g_mol=131.2
C -0.7658 1.0870 -0.7846
C 1.5131 -1.2739 -2.0072
C 1.0142 -0.4844 1.6940
C -0.6483 2.5460 -0.5327
C -1.3721 -1.2358 1.1364
N 0.2403 -0.8328 -1.4988
C -0.5065 -0.0507 1.4847
O 0.2511 0.4936 -1.3498
O -0.9257 0.9351 2.0598
H -1.7472 0.6407 -0.8908
H 2.3066 -1.1427 -1.2661
H 1.7957 -0.7401 -2.9186
H 1.4061 -2.3344 -2.2346
H 1.3783 -1.1457 0.9115
H 1.0270 -1.0379 2.6270
H 1.6367 0.4065 1.7715
H -1.4103 3.0985 -1.0821
H 0.3409 2.9309 -0.7803
H -0.8113 2.7431 0.5301
H -1.1706 -2.0669 1.8142
H -1.1244 -1.5599 0.1229
H -2.4280 -0.9762 1.1938



--- c ---
22
Properties=species:S:1:pos:R:3 method="wB97M-V/def2-TZVPD" homo_lumo_gap_ev=8.5 charge=0 homo_energy_ev=-7.5993 molar_mass_g_mol=131.2
C 1.1120 0.0478 0.3936
C -2.5988 0.8278 0.8000
C 1.9029 -1.2397 0.1268
C 1.4199 1.1085 -0.6619
C -0.8702 -1.2107 -0.5911
N -1.0468 -0.7951 -1.8228
C -0.3940 -0.2762 0.4273
O -1.3788 0.8825 0.1072
O 1.5095 0.6202 1.6332
H 1.4539 -0.0537 2.3209
H -1.0651 0.1963 -2.0712
H -1.3838 -1.4360 -2.5266
H -0.6779 -0.5957 1.4386
H -2.4554 0.7343 1.8824
H -3.2129 -0.0148 0.4617
H -3.1240 1.7620 0.6093
H 2.9701 -1.0266 0.2085
H 1.6717 -1.6280 -0.8659
H 1.6410 -2.0091 0.8567
H 1.1900 0.7505 -1.6616
H 2.4815 1.3440 -0.6163
H 0.8553 2.0118 -0.4489



--- d ---
22
Properties=species:S:1:pos:R:3 method="wB97M-V/def2-TZVPD" homo_lumo_gap_ev=9.3 charge=0 homo_energy_ev=-8.6362 molar_mass_g_mol=131.2
C 0.5608 2.2887 0.2182
C -0.3753 1.1308 0.1434
C -1.4083 1.1347 -0.7019
N -1.8607 2.2115 -1.5099
C -0.0668 -0.0532 1.0115
C 1.0891 -0.9705 0.5270
C 1.3950 -1.9672 1.5772
O 0.8853 -3.0481 1.7182
H 0.1294 3.1658 -0.2567
H 1.4654 2.2375 -0.4627
H 1.0076 2.5158 1.1785
H -1.9904 0.2462 -0.9140
H -1.4807 3.1313 -1.3128
H -1.5308 2.1370 -2.4727
H -0.9129 -0.7184 1.2158
H 0.2487 0.3465 1.9850
H 0.7231 -1.2712 -0.4532
H 1.9837 -0.3610 0.3574
H 2.0789 -1.5915 2.3707
O -0.2747 -3.6594 -1.4526
H -0.7490 -3.0148 -1.9881
H -0.9173 -3.8902 -0.7784



Result of the stability comparison: b is the least stable of them.



--- a ---
13
Properties=species:S:1:pos:R:3 method="wB97M-V/def2-TZVPD" homo_lumo_gap_ev=7.9 charge=+1 homo_energy_ev=-14.5565 molar_mass_g_mol=96.1
H -1.0798 -1.3487 0.3151
N -1.1797 -2.0302 -0.4049
C -0.7852 -2.0584 -1.5809
C -0.3666 -0.9140 -2.3493
N 0.2567 0.1073 -1.7634
C 0.4984 0.3404 -0.5818
N 0.3987 0.7940 0.5040
C 0.7636 1.4476 1.7013
H -1.2176 -2.9461 -2.1006
H -0.7672 -0.7345 -3.4276
H 1.0320 0.5487 2.4728
H 1.6189 2.0255 1.3755
H -0.0565 2.0235 2.1326



--- b ---
13
Properties=species:S:1:pos:R:3 method="wB97M-V/def2-TZVPD" homo_lumo_gap_ev=7.9 charge=+1 homo_energy_ev=-15.0822 smiles="CC1=CC(=[NH2+])N=N1" molar_mass_g_mol=96.1
C 2.2651 -0.3375 -0.0089
C 0.8197 -0.4032 -0.0162
C -0.0523 0.6600 -0.0442
C -1.3037 0.0310 -0.0105
N -2.4783 0.5647 0.0303
N -1.0939 -1.4158 -0.0865
N 0.1109 -1.6467 -0.1298
H 2.5054 -0.4788 1.1424
H 2.5205 0.7446 -0.2601
H 2.9129 -1.0074 -0.6084
H 0.0137 1.7612 -0.1314
H -2.8529 1.4821 -0.0396
H -3.3672 0.0458 0.1628



--- c ---
13
Properties=species:S:1:pos:R:3 method="wB97M-V/def2-TZVPD" homo_lumo_gap_ev=9.9 charge=+1 homo_energy_ev=-15.1447 molar_mass_g_mol=96.1
C -1.9126 1.2623 0.7029
C 2.1734 0.2761 0.4690
C -0.5028 -0.5707 0.0201
C -0.2032 -1.4178 -1.0588
N -1.2580 0.4419 0.0392
N 3.3016 0.4670 0.3696
N -2.6376 2.1763 0.9570
H 0.2384 -0.7800 0.8650
H -0.5539 -1.0608 -2.1629
H -0.7561 -2.3701 -0.7564
H 0.8290 -1.5449 -1.2481
H 4.2723 0.3285 0.1268
H -2.9908 2.7920 1.6766



Result of the stability comparison: a is the least stable of them.



--- a ---
6
Properties=species:S:1:pos:R:3 method="wB97M-V/def2-TZVPD" homo_lumo_gap_ev="4.7 / 3.5" charge=0 homo_energy_ev="-6.8733 / -6.1685" molar_mass_g_mol=82.1
O -0.0488 -0.8358 -0.3367
P 0.9488 0.1168 0.5292
S 1.0070 1.7652 -0.6887
H -0.2909 -1.7395 0.0763
H -1.9328 -0.7251 2.0797
H 0.3167 1.4185 -1.6598



--- b ---
6
Properties=species:S:1:pos:R:3 method="wB97M-V/def2-TZVPD" homo_lumo_gap_ev=7.4 charge=0 homo_energy_ev=-9.3962 smiles="P=S.O" molar_mass_g_mol=82.1
P 2.1292 -1.0131 -0.1925
S 1.5764 0.8785 -0.2604
H 0.8040 -1.7563 -0.5428
O -1.7606 0.5064 0.1081
H -0.8776 0.6707 -0.1379
H -1.8714 0.7138 1.0255



--- c ---
6
Properties=species:S:1:pos:R:3 method="wB97M-V/def2-TZVPD" homo_lumo_gap_ev="8.8 / 5.9" charge=0 homo_energy_ev="-9.5541 / -8.0725" molar_mass_g_mol=82.1
O 0.7692 -1.4321 1.0196
P 0.0667 -0.0129 1.1614
S -0.0376 1.3048 -2.2730
H 1.5095 -1.3104 1.6748
H -1.1438 -0.5813 0.5963
H -1.1639 2.0319 -2.1790



Result of the stability comparison: a is the least stable of them.



--- a ---
22
Properties=species:S:1:pos:R:3 method="wB97M-V/def2-TZVPD" homo_lumo_gap_ev=8.4 charge=0 homo_energy_ev=-7.5697 smiles=Cc1[nH]c2ccccc2c1C molar_mass_g_mol=145.2
C 1.3521 -2.8948 0.3673
C 0.5859 -1.5784 0.2239
N 1.3407 -0.7337 -0.5056
C 0.6683 0.4376 -0.6329
C 0.8914 1.6033 -1.3142
C -0.0458 2.6635 -1.1226
C -1.1110 2.5058 -0.3229
C -1.3492 1.3175 0.3422
C -0.4502 0.3406 0.2510
C -0.4818 -0.9440 0.7747
C -1.5513 -1.5898 1.5304
H 1.7043 -3.0623 -0.6675
H 2.1873 -2.8005 1.1059
H 0.8285 -3.8676 0.5747
H 2.3370 -0.9811 -0.6628
H 1.7547 1.8323 -1.9272
H 0.1964 3.6955 -1.6362
H -1.7372 3.3555 -0.0108
H -2.1713 1.3005 1.0599
H -1.5699 -1.3970 2.6142
H -2.6132 -1.4625 1.1692
H -1.3517 -2.6443 1.3379



--- b ---
22
Properties=species:S:1:pos:R:3 method="wB97M-V/def2-TZVPD" homo_lumo_gap_ev="7.4 / 7.4" charge=0 homo_energy_ev="-7.7147 / -7.7154" smiles="CCC1=c2ccccc2=NC1" molar_mass_g_mol=145.2
C 1.1184 -2.3158 2.0334
C -0.0519 -1.6956 1.2573
C 0.3275 -0.4879 0.4725
C -0.3355 0.2345 -0.4748
C -1.5233 -0.0011 -1.1962
C -2.0753 0.9733 -1.9434
C -1.4896 2.2341 -1.9853
C -0.2132 2.4430 -1.4330
C 0.4232 1.4255 -0.7000
N 1.5860 1.5273 -0.1292
C 1.6120 0.2820 0.6867
H 1.7661 -2.6895 1.1875
H 0.9049 -3.1675 2.5371
H 1.8009 -1.6719 2.6895
H -0.7195 -1.3594 2.0673
H -0.7264 -2.3566 0.5908
H -1.9459 -0.9999 -1.0536
H -2.9384 0.8220 -2.5485
H -1.9678 3.1034 -2.3907
H 0.3936 3.3160 -1.6772
H 1.6474 0.6874 1.7242
H 2.4067 -0.3032 0.2855



Result of the stability comparison: b is the least stable of them.



--- a ---
26
Properties=species:S:1:pos:R:3 method="wB97M-V/def2-TZVPD" homo_lumo_gap_ev=11.8 charge=+1 homo_energy_ev=-14.9845 molar_mass_g_mol=120.2
C 0.1678 -0.4027 -2.4020
C 0.0171 -0.9750 -0.9802
C -0.8629 -0.2698 0.0436
C -1.2365 -1.2356 1.1885
C -0.5357 1.1452 0.4651
C -1.6661 2.1682 0.2781
N 1.4812 -1.1010 -0.4549
H 0.9473 -0.8764 -2.9925
H 0.3460 0.6789 -2.3405
H -0.7814 -0.6017 -2.8998
H -0.3104 -2.0201 -1.0368
H -1.8221 -0.1331 -0.4987
H -1.7997 -2.1048 0.8687
H -1.8069 -0.6122 1.8737
H -0.3152 -1.4263 1.7426
H 0.2765 1.5483 -0.1727
H -0.2574 1.2649 1.5105
H -2.6346 1.7236 0.5710
H -1.8462 2.6757 -0.6668
H -1.6155 2.9725 1.0138
H 2.0367 -0.3006 -0.7197
H 1.9479 -1.9907 -0.5689
H 1.3483 -1.0610 0.5592
H 2.6382 0.7566 2.3495
H 3.6063 0.2084 1.5013
O 2.6771 -0.0312 1.7677



--- b ---
26
Properties=species:S:1:pos:R:3 method="wB97M-V/def2-TZVPD" homo_lumo_gap_ev=11.2 charge=+1 homo_energy_ev=-14.5983 molar_mass_g_mol=120.2
C -0.2390 1.1065 -1.8979
C -0.6636 0.4819 -0.5805
C 0.1075 -0.7251 -0.0426
C 1.3444 -0.4222 0.8305
C 1.1068 0.4583 2.0630
C 0.0307 -0.1423 2.9542
N -2.1766 0.2919 -0.5244
H -0.2528 0.5462 -2.8223
H 0.8389 1.3192 -1.7608
H -0.5506 2.1304 -2.0814
H -0.3750 1.2091 0.2101
H 0.3917 -1.3866 -0.8560
H -0.5870 -1.3196 0.6016
H 1.6860 -1.3870 1.2113
H 2.0976 -0.0133 0.1439
H 0.7936 1.4443 1.7112
H 1.9850 0.6201 2.7135
H -0.9830 -0.0515 2.5630
H 0.1901 -1.1914 3.2379
H 0.0438 0.4035 3.8983
H -2.6212 0.9715 0.0907
H -2.3459 -0.6857 -0.2658
H -2.5993 0.3897 -1.4483
H 1.0042 -2.0397 -3.7394
H 0.9925 -0.5503 -3.2013
O 0.7812 -1.4580 -3.0086



--- c ---
26
Properties=species:S:1:pos:R:3 method="wB97M-V/def2-TZVPD" homo_lumo_gap_ev=12.1 charge=+1 homo_energy_ev=-15.1723 molar_mass_g_mol=120.2
C 0.1123 0.2158 -2.1334
C -0.2180 -0.7162 -0.9793
C -1.1688 -0.1053 0.0505
C -1.6634 -1.1901 1.0227
C -0.5369 1.0980 0.7532
C -1.5869 1.9165 1.5336
N 1.0883 -1.1035 -0.2381
H 0.1909 -0.2929 -3.0929
H 1.0402 0.7703 -2.0052
H -0.6491 0.9804 -2.2032
H -0.5599 -1.6700 -1.3399
H -2.0353 0.2299 -0.4869
H -2.5491 -0.8880 1.5742
H -0.9272 -1.4853 1.7823
H -1.9745 -2.0586 0.4391
H -0.1260 1.7662 -0.0001
H 0.2525 0.8188 1.4685
H -2.3196 1.2936 2.0258
H -2.0156 2.6702 0.8702
H -1.1338 2.5375 2.3091
H 1.8388 -0.4196 -0.3771
H 1.3983 -2.0516 -0.4189
H 0.9037 -1.1163 0.7690
H 4.2477 0.3899 -0.5045
H 4.5401 -1.1107 -0.5310
O 3.8515 -0.4791 -0.2877



Result of the stability comparison: b is the least stable of them.